Molecular formula: C38H42BF2GeOPtS3Si
Method: DFT, ωB97M-V/def2-TZVPD

XYZ file:
```
90
Properties=species:S:1:pos:R:3:forces:R:3:mulliken_charge:R:1
Pt -1.019 1.273 0.270 -1.4 -1.2 1.6 2.604
C -1.135 1.398 4.947 0.0 0.0 0.0 -1.784
C -1.042 1.644 3.465 0.1 0.0 -0.3 0.486
S -0.505 0.364 2.501 0.3 0.3 0.0 0.055
C -1.400 2.887 2.935 0.1 -0.1 0.0 0.463
C -1.824 4.036 3.810 0.0 0.0 0.0 -1.657
S -1.358 3.273 1.276 0.1 -0.1 -0.1 -0.282
H -0.821 0.384 5.180 0.0 0.0 0.0 0.430
H -2.158 1.530 5.304 0.0 0.0 0.0 0.384
H -0.495 2.093 5.494 0.0 0.0 0.0 0.385
H -2.211 3.683 4.762 0.0 0.0 0.0 0.414
H -2.593 4.634 3.323 0.0 0.0 0.0 0.435
H -0.974 4.692 4.013 0.0 0.0 0.0 0.289
C 4.062 -3.141 1.980 0.0 0.0 0.0 -0.948
C 2.722 -3.819 1.742 -0.1 0.1 0.1 -0.744
S 1.404 -2.677 1.239 0.2 0.0 0.2 0.106
O -1.315 -0.739 -0.075 0.6 0.6 -0.2 0.008
C 1.789 -2.510 -0.512 -0.1 -0.2 -0.1 0.844
C 1.298 -3.685 -1.343 0.0 0.0 0.0 -1.080
H 4.808 -3.860 2.324 0.0 0.0 0.0 0.436
H 3.958 -2.365 2.738 0.0 0.0 0.0 0.140
H 4.440 -2.676 1.069 0.0 0.0 0.0 0.235
H 2.366 -4.286 2.661 0.0 0.0 0.0 0.417
H 2.804 -4.604 0.989 0.0 0.0 0.0 0.297
H 2.861 -2.354 -0.625 0.0 0.1 0.0 0.456
H 1.278 -1.603 -0.815 -0.1 0.2 -0.1 -0.938
H 1.749 -4.625 -1.020 0.0 0.0 0.0 0.337
H 1.548 -3.534 -2.392 0.0 0.0 -0.1 0.389
H 0.215 -3.775 -1.261 0.0 0.0 0.0 0.089
F -2.250 2.135 -2.381 -0.2 0.0 0.0 -0.174
B -2.458 1.849 -1.095 0.9 0.2 -0.5 -0.357
F -3.716 1.939 -0.690 0.0 0.0 0.1 -0.097
C 2.230 -0.440 -4.262 0.0 0.0 0.0 -0.614
C 3.211 -0.011 -3.381 0.0 0.0 0.0 -0.744
C 2.861 0.736 -2.265 0.0 0.0 0.1 -0.379
C 1.531 1.076 -2.031 -0.1 -0.2 0.2 0.258
C 0.551 0.634 -2.920 0.0 -0.1 0.0 0.387
C 0.898 -0.122 -4.028 0.0 0.0 0.0 -0.911
Ge 1.113 2.206 -0.499 -0.2 0.7 -0.9 -0.660
C 2.579 2.226 0.773 -0.3 -0.2 0.2 0.569
C 3.296 3.395 1.018 0.0 0.0 -0.1 -0.416
C 4.384 3.383 1.879 0.0 0.0 0.0 -0.738
C 4.760 2.207 2.508 0.0 0.0 0.0 -0.636
C 4.048 1.038 2.275 0.0 0.0 0.0 -0.672
C 2.961 1.047 1.415 0.0 0.0 0.0 0.096
C 0.728 4.000 -1.187 0.0 -0.1 0.1 0.520
C 0.465 4.164 -2.546 0.1 -0.1 -0.1 -0.328
C 0.113 5.404 -3.060 0.0 0.0 0.0 -0.788
C 0.029 6.505 -2.222 0.0 0.0 0.0 -0.527
C 0.296 6.361 -0.867 0.0 0.0 0.0 -0.910
C 0.632 5.118 -0.356 0.1 0.1 0.0 -0.104
H 2.502 -1.029 -5.129 0.0 0.0 0.0 0.385
H 4.249 -0.263 -3.558 0.0 0.0 0.0 0.417
H 3.633 1.058 -1.574 0.0 0.0 0.0 0.407
H -0.490 0.868 -2.745 0.1 0.0 0.0 0.265
H 0.128 -0.466 -4.707 0.0 0.0 0.0 0.474
H 3.027 4.316 0.516 0.0 0.0 0.0 0.444
H 4.940 4.295 2.055 0.0 0.0 0.0 0.414
H 5.610 2.200 3.178 0.0 0.0 0.0 0.394
H 4.338 0.119 2.765 0.0 0.0 0.0 0.351
H 2.405 0.129 1.255 0.0 0.0 0.0 0.236
H 0.542 3.318 -3.219 0.0 0.0 0.0 0.303
H -0.099 5.506 -4.116 0.0 0.0 0.0 0.420
H -0.243 7.473 -2.622 0.0 0.0 0.0 0.395
H 0.235 7.217 -0.207 0.0 0.0 0.0 0.405
H 0.815 5.021 0.708 0.0 0.0 0.0 0.502
C -3.141 -3.041 -4.485 0.0 0.0 0.0 -0.467
C -3.645 -1.795 -4.139 0.0 0.0 0.0 -0.730
C -3.580 -1.366 -2.821 0.0 0.1 0.0 -0.137
C -3.018 -2.164 -1.826 0.1 0.0 0.1 0.130
C -2.535 -3.420 -2.192 0.0 -0.1 0.0 0.011
C -2.590 -3.857 -3.507 0.0 0.0 0.0 -0.723
Si -2.742 -1.496 -0.092 -0.3 -0.4 -0.1 -0.801
C -2.981 -2.897 1.145 0.1 0.0 0.1 0.402
C -2.058 -3.419 2.057 0.0 0.1 -0.2 0.256
C -2.432 -4.402 2.965 0.0 0.0 0.0 -0.617
C -3.730 -4.887 2.979 0.0 0.0 0.0 -0.445
C -4.659 -4.387 2.079 0.0 0.0 0.0 -0.707
C -4.284 -3.403 1.179 0.0 0.0 0.0 -0.494
H -3.182 -3.378 -5.514 0.0 0.0 0.0 0.385
H -4.092 -1.162 -4.895 0.0 0.0 0.0 0.427
H -3.982 -0.391 -2.568 0.0 0.0 0.0 0.355
H -2.117 -4.072 -1.432 0.0 0.0 0.0 0.447
H -2.207 -4.836 -3.770 0.0 0.0 0.0 0.413
H -3.871 -0.581 0.207 0.0 0.1 -0.1 -0.216
H -1.031 -3.076 2.054 -0.1 0.1 0.0 0.193
H -1.703 -4.792 3.664 0.0 0.0 0.0 0.410
H -4.018 -5.654 3.687 0.0 0.0 0.0 0.368
H -5.676 -4.757 2.084 0.0 0.0 0.0 0.384
H -5.026 -3.018 0.485 0.0 0.0 0.0 0.303
```
Forces are in eV/Å.

Results
<S²>: 0.764
Electronic energy: -148397.8662 eV
Net charge: 0
Spin multiplicity: 2
Orbital gap (spin up / spin down): 6.74 / 6.23 eV

Molecular formula: C7H12
Method: DFT, ωB97M-V/def2-TZVPD

XYZ file:
```
19
Properties=species:S:1:pos:R:3:forces:R:3:mulliken_charge:R:1
C 2.851 1.746 0.238 -0.9 -0.8 -0.3 -0.833
C 2.005 0.718 0.352 1.2 -0.6 -0.9 -0.184
C 0.536 0.805 0.349 -1.7 -0.5 -0.6 -0.354
C -0.366 -0.408 0.068 1.3 -0.7 0.5 0.515
C -0.035 -1.672 0.335 -0.3 -0.2 -1.3 -1.054
C -1.706 0.001 -0.441 -0.2 1.4 -0.2 -0.214
C -2.763 -1.029 -0.708 -0.7 -1.2 -1.4 -1.559
H 3.904 1.511 0.215 0.1 0.5 -0.1 0.275
H 2.445 2.721 -0.004 0.4 0.3 0.5 0.278
H 2.457 -0.267 0.210 -0.2 0.0 0.8 0.159
H 0.208 1.499 -0.442 0.2 0.5 0.7 0.350
H 0.162 1.079 1.335 0.1 0.8 0.0 0.310
H 0.950 -2.064 0.543 0.2 0.5 0.5 0.289
H -0.717 -2.448 0.010 -0.2 -0.1 0.3 0.287
H -1.524 0.538 -1.391 0.0 -0.2 0.1 0.300
H -2.034 0.844 0.188 -0.3 -0.4 0.2 0.319
H -3.046 -1.743 0.067 0.4 0.2 0.2 0.361
H -2.466 -1.605 -1.597 0.5 -0.4 0.5 0.383
H -3.709 -0.694 -1.150 0.1 0.9 0.7 0.371
```
Forces are in eV/Å.

Results
Electronic energy: -7451.6991 eV
Net charge: 0
Spin multiplicity: 1
Orbital gap: 10.27 eV
Structure (SMILES): C=CCC(=C)CC

Molecular formula: C3H11NOS2
Method: DFT, ωB97M-V/def2-TZVPD

XYZ file:
```
18
Properties=species:S:1:pos:R:3:forces:R:3:mulliken_charge:R:1
C -0.423 -1.100 1.030 -0.5 0.8 -2.1 -0.954
N 0.690 -1.608 0.206 -1.5 -1.4 0.7 -0.294
C 0.081 -2.391 -0.935 2.5 1.0 1.1 -0.541
C 0.240 -1.481 -2.178 -0.4 0.0 0.2 -0.696
S 1.696 -0.258 -2.100 -0.2 -1.0 -0.5 -0.055
S 0.903 1.630 -1.972 -1.3 0.3 -1.4 -0.220
H -1.098 -0.498 0.350 0.5 -0.7 0.6 0.296
H -0.045 -0.359 1.698 0.1 0.1 1.1 0.313
H -0.999 -1.935 1.442 -0.1 0.4 0.5 0.365
H 1.113 -2.318 0.801 0.3 0.3 -0.1 0.216
H 0.721 -3.309 -0.933 -0.9 0.5 -0.8 0.359
H -0.963 -2.613 -0.714 0.0 -0.3 -0.3 0.320
H -0.717 -0.973 -2.372 0.5 0.3 0.1 0.354
H 0.384 -2.116 -3.052 0.4 0.3 -0.2 0.399
H 1.456 2.399 -1.037 0.5 -0.7 0.9 0.138
O -1.336 5.582 3.352 -1.0 -0.1 0.3 -0.643
H -0.689 4.882 3.242 0.4 0.5 -0.2 0.320
H -1.013 6.468 3.171 0.6 -0.4 -0.1 0.323
```
Forces are in eV/Å.

Results
Electronic energy: -28495.8554 eV
Net charge: 0
Spin multiplicity: 1
Orbital gap: 8.54 eV
Structure (SMILES): CNCCSS.O

Molecular formula: C17H27NO3S
Method: DFT, ωB97M-V/def2-TZVPD

XYZ file:
```
49
Properties=species:S:1:pos:R:3:forces:R:3:mulliken_charge:R:1
C 3.120 -1.637 4.305 0.8 0.0 -0.7 -1.307
C 2.888 -1.882 2.799 0.3 0.0 0.6 0.037
C 1.479 -1.342 2.512 0.0 -0.3 -0.8 -1.266
C 1.142 -1.406 1.046 -0.3 -1.9 -1.4 -0.275
N 0.636 -2.609 0.517 0.3 0.8 0.3 -0.216
O 0.939 -3.853 1.147 -0.2 1.0 -0.2 -0.186
C -0.183 -4.752 1.156 -0.6 0.0 -0.3 -0.194
C -0.065 -5.683 2.352 0.0 0.7 -0.2 -1.150
C 1.283 -0.322 0.188 -1.3 0.1 -0.1 0.296
C 1.881 0.942 0.643 2.0 0.0 -0.2 -0.147
O 3.001 0.969 1.167 -1.5 -0.1 0.1 -0.608
C 1.263 2.242 0.214 -0.9 0.4 -0.3 -0.659
C 0.011 2.084 -0.696 0.3 0.7 0.2 0.486
C -0.547 3.434 -1.212 0.5 0.7 0.0 -0.026
C -1.118 4.289 -0.068 -0.1 0.6 0.4 -0.761
C -1.968 5.461 -0.576 0.8 -0.7 -1.0 -0.888
C -1.098 6.500 -1.301 -0.1 -0.2 0.2 -0.643
S -0.271 5.800 -2.794 -0.3 -0.2 0.5 -0.168
C 0.480 4.299 -2.015 -0.9 -0.5 -0.3 -0.980
C 0.312 1.089 -1.818 0.4 0.0 1.5 -0.881
C 0.715 -0.283 -1.194 0.0 0.7 -0.1 0.714
O 0.540 -1.273 -1.879 -0.2 -0.7 0.1 -0.694
H 2.998 -0.573 4.519 0.1 -0.1 0.1 0.327
H 4.122 -1.952 4.615 -0.1 0.1 -0.1 0.370
H 2.422 -2.200 4.899 -0.5 -0.2 0.3 0.343
H 2.928 -2.979 2.591 0.0 0.9 0.0 0.231
H 3.658 -1.339 2.195 -0.8 -0.5 0.4 0.285
H 0.746 -1.913 3.087 0.0 -0.2 -0.2 0.599
H 1.364 -0.310 2.842 0.3 0.0 0.0 0.578
H 0.536 -2.655 -0.512 0.4 0.0 0.7 0.356
H -1.116 -4.207 1.254 0.0 0.5 0.0 0.334
H -0.282 -5.301 0.186 0.5 0.3 0.6 0.268
H -0.940 -6.324 2.374 0.0 -0.3 0.0 0.398
H -0.057 -5.107 3.292 0.1 -0.2 -0.4 0.269
H 0.834 -6.270 2.263 0.3 -0.3 0.2 0.304
H 1.025 2.815 1.118 -0.1 -0.2 0.0 0.311
H 2.061 2.819 -0.264 -0.1 -0.1 -0.2 0.209
H -0.827 1.692 -0.098 0.3 -0.2 0.0 0.292
H -1.383 3.225 -1.885 0.0 -0.2 -0.1 0.488
H -0.313 4.740 0.546 -0.1 -0.5 -0.2 0.296
H -1.766 3.715 0.604 0.3 -0.3 -0.1 0.397
H -2.474 5.966 0.209 -0.4 0.4 1.0 0.426
H -2.755 5.014 -1.200 0.2 0.5 -0.3 0.335
H -1.744 7.372 -1.518 0.6 -0.4 -0.5 0.388
H -0.294 6.852 -0.621 -0.5 -0.2 -0.3 0.299
H 1.263 4.631 -1.355 0.4 0.1 0.2 0.379
H 0.929 3.703 -2.837 -0.3 0.5 0.4 0.321
H -0.578 0.994 -2.428 0.0 -0.5 -0.3 0.388
H 1.132 1.451 -2.439 0.1 -0.1 -0.1 0.322
```
Forces are in eV/Å.

Results
Electronic energy: -36533.1964 eV
Net charge: 0
Spin multiplicity: 1
Orbital gap: 8.81 eV
Structure (SMILES): CCCC(NOCC)=C1C(=O)CC([C@H]2CCCSC2)CC1=O